1.
A cluster of 2 separate species, C27H51BClI2N2O8 in total. Source: OMol25; level of theory: wB97M-V/def2-TZVPD.

As for the net charge: +1. The calculation puts the highest occupied orbital energy at -11.71 eV.

Last column: Löwdin charge in e.
Geometry (Å):
C -1.010 5.524 3.484  -0.0543
C -1.415 4.581 2.337  -0.2510
O -1.065 3.223 2.688  -0.1442
C -1.660 2.381 1.718  -0.2071
C -0.979 0.974 1.761  -0.0625
N -0.954 0.309 0.431  0.0592
C -1.946 -0.800 0.227  -0.3156
C -3.329 -0.050 0.026  -0.1254
C -4.515 -0.980 -0.366  -0.2775
C -4.896 -0.673 -1.862  -0.6254
I -5.693 -2.476 -2.761  0.7791
C -2.299 -1.815 1.362  -0.1078
C -1.280 -2.230 2.458  -0.1349
C -0.620 -3.616 2.186  -0.2356
O 0.025 -3.950 3.402  -0.2031
C 0.074 -5.370 3.628  -0.0819
C -1.607 -1.691 -1.007  -0.1098
C -1.169 -0.739 -2.128  -0.5789
Cl -1.358 -1.346 -3.802  0.7530
C 0.240 -0.022 -1.816  -0.2757
C 0.067 1.355 -2.594  -0.1239
C 1.156 1.915 -3.547  -0.1593
C 2.572 2.355 -3.149  -0.0734
C 2.598 3.715 -2.426  -0.5111
O 1.648 4.386 -2.298  0.1652
O 3.839 4.099 -2.019  -0.0149
C 3.913 4.516 -0.637  -0.1935
C 4.999 3.672 0.078  -0.0599
C 1.353 -0.840 -2.528  -0.0946
C 1.588 -2.354 -2.326  -0.3837
C 0.719 -3.517 -2.809  -0.0623
N 2.681 -2.768 -1.837  0.1393
C 0.397 0.136 -0.221  -0.1451
C 1.318 -0.923 0.453  -0.0627
C 1.827 -0.813 1.899  -0.7797
O 1.873 -1.798 2.501  0.0277
I 2.672 0.802 3.051  1.0372
B 1.310 1.480 -0.082  -0.7276
O 2.680 1.469 -0.093  0.1160
O 0.759 2.756 0.049  0.1373
H -1.101 4.972 4.428  0.0838
H 0.025 5.876 3.383  0.0766
H -1.680 6.395 3.443  0.0831
H -2.515 4.611 2.218  0.1237
H -0.958 4.899 1.384  0.1257
H -2.750 2.290 1.894  0.1306
H -1.547 2.877 0.735  0.1213
H -0.031 1.048 2.306  0.0664
H -1.632 0.469 2.490  0.1415
H -1.314 1.060 -0.181  0.1492
H -3.281 0.752 -0.732  0.1211
H -3.572 0.383 1.011  0.1124
H -4.307 -2.052 -0.336  0.0499
H -5.405 -0.736 0.229  0.1187
H -5.629 0.138 -1.933  0.0541
H -4.014 -0.389 -2.451  0.0151
H -2.633 -2.753 0.891  0.1231
H -3.200 -1.489 1.908  0.1246
H -1.866 -2.449 3.369  0.1310
H -0.564 -1.472 2.793  0.0896
H 0.081 -3.603 1.332  0.1158
H -1.458 -4.324 2.062  0.1275
H 1.089 -5.593 3.991  0.0909
H -0.143 -5.913 2.706  0.0605
H -0.597 -5.654 4.460  0.0948
H -0.894 -2.482 -0.738  0.1075
H -2.506 -2.226 -1.355  0.1139
H -1.896 0.090 -2.105  0.0720
H -0.713 1.178 -3.363  0.1009
H -0.485 2.113 -2.002  0.1314
H 0.699 2.814 -3.999  0.1326
H 1.251 1.246 -4.420  0.1174
H 3.236 1.620 -2.678  0.1049
H 3.093 2.595 -4.100  0.1439
H 2.945 4.443 -0.128  0.1069
H 4.249 5.564 -0.629  0.1257
H 4.708 3.558 1.133  0.0709
H 5.083 2.667 -0.358  0.0674
H 5.984 4.149 -0.008  0.0785
H 2.318 -0.352 -2.292  0.1044
H 1.280 -0.733 -3.623  0.1157
H 1.230 -4.481 -2.738  0.0855
H 0.547 -3.348 -3.889  0.0676
H -0.277 -3.587 -2.358  0.0510
H 3.305 -1.984 -1.617  0.0542
H 2.248 -1.044 -0.120  0.1073
H 0.841 -1.910 0.343  0.1135
H 3.067 0.806 -0.683  0.1052
H 0.921 3.029 0.974  0.1207
O 1.169 -7.722 2.139  -0.0551
H 1.463 -7.760 1.222  0.0446
H 1.623 -8.461 2.561  0.0487

2.
A cluster of 3 separate species, C27H51FN3O8S in total. Source: OMol25; level of theory: wB97M-V/def2-TZVPD.

As for the net charge: +1. The calculation puts the highest occupied orbital energy at -9.96 eV.

Last column: Löwdin charge in e.
Geometry (Å):
C 2.544 -0.259 7.241  -0.0673
C 3.659 0.650 6.649  -0.2047
C 4.831 -0.120 6.056  -0.1509
O 4.529 -0.993 4.929  -0.0414
C 3.521 -0.605 4.106  -0.1939
C 2.467 -1.480 4.013  -0.0665
C 2.405 -2.809 4.729  -0.2575
C 3.657 -3.695 4.557  0.0204
F 1.295 -3.532 4.303  0.0064
N 1.418 -1.184 3.262  0.2145
C 1.317 -0.051 2.555  -0.2132
C 0.045 0.186 1.771  -0.0608
C 0.303 0.348 0.256  -0.2301
O -0.572 0.160 -0.546  0.0721
C 2.335 0.859 2.575  -0.4178
S 2.212 2.386 1.656  0.9230
C 3.475 0.573 3.360  -0.1012
C 4.645 1.523 3.399  -0.1064
C 5.851 0.821 2.695  -0.0464
C 5.711 0.817 1.184  -0.4684
O 4.664 0.819 0.586  0.1027
O 6.907 0.821 0.492  0.0913
H 1.702 -0.239 6.536  0.0714
H 2.168 0.185 8.161  0.0826
H 2.875 -1.292 7.350  0.0721
H 3.251 1.426 5.994  0.1065
H 4.071 1.192 7.510  0.1236
H 5.202 -0.783 6.844  0.1378
H 5.681 0.526 5.813  0.1195
H 2.221 -2.595 5.786  0.1393
H 3.421 -4.697 4.205  0.0978
H 4.160 -3.740 5.526  0.0916
H 4.365 -3.186 3.900  0.0826
H 0.623 -1.815 3.203  0.1871
H -0.659 -0.638 1.926  0.1335
H -0.410 1.094 2.184  0.1382
H 1.343 0.607 -0.043  0.1093
H 2.262 3.280 2.674  -0.0718
H 4.960 1.740 4.419  0.1068
H 4.426 2.473 2.917  0.0912
H 6.801 1.293 2.953  0.1366
H 5.871 -0.230 3.004  0.1327
H 6.925 -0.024 0.019  0.1277
C -6.924 -4.148 -1.976  -0.1125
O -6.684 -2.974 -2.730  -0.1890
C -6.581 -1.788 -1.953  -0.2135
C -5.147 -1.292 -1.876  -0.2112
N -4.313 -2.169 -1.063  -0.0501
C -2.874 -1.942 -1.199  -0.2048
C -2.238 -2.060 -2.584  -0.2280
O -2.187 -3.374 -3.111  -0.1771
C -3.398 -3.842 -3.681  -0.0925
H -7.227 -4.930 -2.671  0.0909
H -6.020 -4.489 -1.460  0.0713
H -7.724 -4.000 -1.246  0.0885
H -7.016 -1.916 -0.957  0.1207
H -7.173 -1.028 -2.471  0.1225
H -5.142 -0.286 -1.445  0.1230
H -4.782 -1.218 -2.907  0.1031
H -4.508 -3.131 -1.302  0.0627
H -2.381 -2.672 -0.548  0.1172
H -2.643 -0.956 -0.793  0.0898
H -1.193 -1.754 -2.478  0.1074
H -2.677 -1.366 -3.311  0.1108
H -3.948 -3.048 -4.190  0.0903
H -4.025 -4.321 -2.926  0.0694
H -3.140 -4.604 -4.418  0.0903
C -1.915 4.807 -2.408  -0.1087
O -0.713 4.082 -2.587  -0.1870
C -0.830 2.684 -2.346  -0.2237
C -0.785 1.885 -3.637  -0.2085
N -1.991 2.074 -4.431  -0.0468
C -1.898 1.597 -5.813  -0.1933
C -0.810 2.173 -6.720  -0.2257
O -0.992 3.528 -7.088  -0.1744
C -0.610 4.476 -6.109  -0.0980
H -1.660 5.866 -2.374  0.0907
H -2.607 4.656 -3.242  0.0746
H -2.412 4.537 -1.472  0.0867
H -1.720 2.443 -1.758  0.1184
H 0.042 2.404 -1.748  0.1017
H -0.675 0.824 -3.392  0.1104
H 0.116 2.202 -4.176  0.1043
H -2.231 3.054 -4.449  0.0638
H -2.862 1.813 -6.281  0.1212
H -1.796 0.507 -5.794  0.1144
H -0.855 1.614 -7.658  0.1226
H 0.200 2.012 -6.325  0.1113
H 0.271 4.156 -5.547  0.0877
H -1.439 4.696 -5.433  0.0692
H -0.363 5.402 -6.629  0.0904

3.
A cluster of 3 separate species, C27H51IN7O3 in total. Source: OMol25; level of theory: wB97M-V/def2-TZVPD.

The expectation value of S² is 2.008. The multiplicity is 3. As for the net charge: +1. The calculation puts the highest occupied orbital energy (alpha / beta) at -9.40 / -10.38 eV.

Last column: Löwdin spin population.
Geometry (Å):
C 8.293 6.238 2.025  0.0000
C 8.798 5.543 1.196  0.0000
C 9.011 4.602 0.172  0.0000
N 8.664 3.334 0.213  0.0000
C 9.028 2.769 -0.942  0.0000
N 8.832 1.510 -1.271  0.0000
C 9.185 0.907 -2.572  0.0000
N 8.623 -0.408 -2.723  0.0000
C 8.216 0.659 -0.238  0.0000
C 6.700 0.553 -0.421  0.0000
O 6.173 -0.499 0.322  0.0001
C 5.844 -1.648 -0.474  0.0000
C 4.486 -1.503 -1.148  0.0006
N 9.642 3.732 -1.725  0.0000
I 10.566 3.866 -3.539  0.0000
N 9.609 4.881 -0.993  0.0000
H 7.845 6.890 2.731  0.0000
H 10.264 0.872 -2.687  0.0000
H 8.786 1.546 -3.353  0.0000
H 9.346 -1.110 -2.680  0.0000
H 8.135 -0.513 -3.599  0.0000
H 8.394 1.098 0.734  0.0000
H 8.689 -0.312 -0.211  0.0000
H 6.259 1.497 -0.100  0.0000
H 6.495 0.474 -1.488  0.0000
H 6.630 -1.798 -1.209  0.0000
H 5.847 -2.482 0.214  0.0000
H 3.905 -2.410 -1.023  0.0003
H 4.572 -1.309 -2.212  0.0000
H 3.926 -0.694 -0.695  0.0000
H 9.983 5.755 -1.326  0.0000
C 0.026 1.568 0.171  0.0033
C -0.064 0.392 -0.835  0.0262
C -1.525 0.109 -1.197  0.0154
C -2.311 -0.620 -0.109  0.0009
C -1.565 -1.867 0.358  0.0158
C -0.135 -1.566 0.801  0.0270
N 0.596 -0.824 -0.270  0.3683
O 0.965 -1.630 -1.214  0.5322
C -0.152 -0.772 2.120  0.0021
C 0.598 -2.867 1.111  -0.0008
C 0.673 0.837 -2.094  -0.0010
H 0.856 1.434 0.865  0.0017
H 0.204 2.510 -0.347  -0.0004
H -0.887 1.700 0.752  0.0000
H -1.555 -0.497 -2.108  0.0021
H -2.017 1.053 -1.439  0.0015
H -2.511 0.046 0.735  0.0002
H -3.288 -0.908 -0.498  0.0009
H -2.105 -2.339 1.180  0.0015
H -1.547 -2.596 -0.459  0.0025
H 0.859 -0.481 2.412  0.0012
H -0.564 -1.394 2.913  -0.0005
H -0.767 0.123 2.086  0.0000
H 0.590 -3.556 0.268  -0.0006
H 0.110 -3.366 1.947  -0.0004
H 1.636 -2.675 1.388  0.0003
H 1.734 1.003 -1.892  0.0003
H 0.242 1.773 -2.447  -0.0003
H 0.586 0.112 -2.901  -0.0005
C -8.977 0.043 2.548  0.0031
C -7.724 0.209 1.652  0.0260
C -8.118 0.760 0.278  0.0155
C -8.775 -0.265 -0.645  0.0009
C -7.929 -1.534 -0.736  0.0157
C -7.612 -2.129 0.634  0.0268
N -7.003 -1.094 1.522  0.3705
O -5.760 -0.906 1.217  0.5322
C -8.889 -2.720 1.258  0.0020
C -6.647 -3.300 0.479  -0.0008
C -6.824 1.227 2.344  -0.0011
H -8.877 -0.813 3.214  0.0016
H -9.117 0.914 3.186  -0.0004
H -9.897 -0.075 1.976  0.0000
H -7.224 1.148 -0.220  0.0022
H -8.787 1.611 0.421  0.0015
H -9.785 -0.501 -0.300  0.0003
H -8.890 0.167 -1.640  0.0008
H -8.442 -2.283 -1.342  0.0014
H -6.995 -1.300 -1.256  0.0025
H -8.697 -3.081 2.269  0.0012
H -9.229 -3.565 0.659  -0.0005
H -9.721 -2.022 1.299  0.0000
H -5.734 -3.017 -0.043  -0.0006
H -7.125 -4.088 -0.101  -0.0004
H -6.372 -3.711 1.451  0.0002
H -6.477 0.854 3.309  0.0001
H -7.387 2.143 2.515  -0.0003
H -5.954 1.486 1.742  -0.0005